C41H103O38P7S5 | ωB97M-V/def2-TZVPD

```
194
Properties=species:S:1:pos:R:3:forces:R:3
C 4.202494 1.771983 -0.751156 0.490 1.167 1.769
C 5.585024 2.462513 -0.311786 0.170 -0.910 -0.865
C 5.687754 2.670143 1.209774 -1.142 -0.880 -0.243
S 4.024844 3.210403 1.631634 -0.716 2.928 -1.606
O 3.906894 4.692613 1.581034 0.475 -2.375 0.187
O 3.595434 2.544023 2.830244 -0.287 -0.425 0.528
C 3.135134 2.556903 0.081404 1.250 0.104 0.563
H 4.175574 0.706183 -0.524356 0.123 0.216 -0.025
H 4.059404 1.940413 -1.818516 -0.030 -0.075 0.120
H 5.686334 3.360763 -0.920866 -0.044 0.384 0.482
H 6.419724 1.839353 -0.632816 -0.016 -0.160 -0.003
H 6.489644 3.228753 1.692504 -0.280 0.643 -0.589
H 5.717944 1.710553 1.725884 0.006 -0.366 -0.277
H 2.853874 3.464723 -0.452296 -0.184 0.000 0.289
H 2.266814 2.027223 0.473284 0.093 -0.156 -0.274
C -0.089246 5.780253 4.284254 0.078 -0.044 0.487
C -0.459986 7.140723 3.753674 0.304 1.156 -1.771
C -0.075766 7.161603 2.194534 0.846 -1.147 2.685
S -0.427936 5.448443 1.621014 -1.752 2.085 -1.107
O 0.731744 4.984353 0.868024 -1.138 -0.343 0.756
O -1.757306 5.589763 0.951894 2.119 -1.302 1.278
C -0.546816 4.649253 3.342154 0.788 0.130 -0.136
H -0.428506 5.746663 5.319574 -0.555 -0.635 -0.074
H 0.989694 5.779843 4.439084 0.209 -0.345 -0.551
H 0.227794 7.863873 4.192004 -0.269 0.168 0.236
H -1.473676 7.459903 3.995854 -0.102 -0.217 -0.294
H 1.008824 7.171423 2.302584 0.221 -0.058 -0.553
H -0.342476 8.028093 1.589434 -0.660 -0.640 -0.152
H 0.140594 3.806013 3.409314 0.321 0.158 -0.462
H -1.498156 4.165543 3.563714 -0.439 0.721 -0.374
C 2.138544 2.323323 7.301984 -1.682 -1.244 -0.483
C 3.012624 1.566753 6.257544 -0.127 -0.843 -0.554
C 2.080184 1.031393 5.053274 0.610 2.124 1.032
S 0.473134 0.770343 5.841654 -0.990 0.559 0.994
O 0.217844 -0.652727 5.977834 0.147 0.540 -0.264
O -0.557036 1.631223 5.259614 0.911 -0.565 -0.236
C 0.839554 1.501143 7.536944 0.675 -1.938 -1.314
H 1.701414 3.215473 6.853574 0.916 0.679 0.321
H 2.598934 2.392503 8.287564 0.329 0.729 -0.378
H 3.589554 0.765323 6.719024 -0.481 -0.374 0.247
H 3.820924 2.180863 5.860544 -0.393 0.369 -0.256
H 2.408054 0.301173 4.313414 0.112 -0.764 0.896
H 2.016594 1.891383 4.386574 -0.592 0.286 0.178
H 1.003524 0.598133 8.124974 0.338 -0.048 0.078
H -0.075156 1.925823 7.950534 0.205 0.574 -0.478
C 2.247064 -4.362087 0.834494 -1.203 -0.068 -1.674
C 3.744264 -4.688587 0.824664 -0.298 0.928 0.315
C 4.486394 -3.586417 0.018694 -0.574 0.664 0.551
S 3.400824 -2.013157 0.150164 -0.215 -1.048 -0.025
O 3.077044 -1.672577 -1.245706 0.344 0.353 1.654
O 3.884124 -1.016107 1.142424 -0.332 -1.329 -1.907
C 1.996794 -2.889907 0.950514 1.285 0.981 1.059
H 1.654384 -4.777587 1.649464 0.327 -0.703 -0.150
H 1.854094 -4.721797 -0.116436 -0.319 -0.235 0.042
H 3.784514 -5.665797 0.343484 0.687 0.051 0.233
H 4.061834 -4.701067 1.867304 0.462 -0.275 -0.112
H 4.599204 -3.860957 -1.030116 -0.390 0.320 -0.112
H 5.466314 -3.263857 0.370544 -0.072 -0.287 0.332
H 1.044014 -2.407167 0.733074 0.131 -0.440 -0.518
H 2.181474 -2.764577 2.017424 0.070 0.945 0.141
C 2.950464 -3.913857 4.653104 2.022 0.737 0.008
C 2.004454 -3.013117 5.393614 -1.722 0.660 -1.052
C 1.463534 -3.753147 6.583274 0.756 1.115 0.822
S 3.009164 -4.237557 7.367434 0.494 2.223 -0.923
O 2.781724 -5.502357 7.950004 0.165 -1.864 1.939
O 3.593294 -3.079897 8.123234 -1.050 -2.617 -1.951
C 3.849394 -4.629837 5.723964 -1.608 0.318 -0.047
H 3.610074 -3.365937 3.980214 -0.071 0.385 -0.038
H 2.439184 -4.608437 3.986574 -0.141 -0.357 0.456
H 1.128834 -2.775547 4.789494 0.092 0.217 -0.317
H 2.415104 -2.042907 5.673204 0.278 -0.224 0.145
H 0.836814 -4.608807 6.331954 0.330 -0.122 0.123
H 0.953424 -3.069007 7.261394 -0.113 -0.149 0.014
H 3.588124 -5.653517 5.455794 0.809 -0.402 1.168
H 4.915064 -4.426057 5.828444 -0.203 0.102 -0.445
C -3.106846 3.432523 6.108254 -0.076 1.047 2.588
O -3.639476 2.585633 5.154414 -1.521 -2.462 -1.100
P -4.301016 1.154753 5.744964 0.687 0.360 1.334
O -3.251846 0.432693 6.565154 -2.898 1.456 -1.524
O -5.670036 1.679363 6.571424 1.712 -1.186 -0.451
C -7.026756 1.746503 6.117404 0.210 -0.333 -2.425
O -4.917086 0.343163 4.467344 0.262 1.230 2.139
C -4.261926 0.542783 3.243924 1.055 -0.264 -1.603
H -3.763326 4.270613 6.342224 -0.497 0.056 -0.377
H -2.143036 3.914433 5.944144 0.215 -0.727 -0.895
H -3.038106 2.904733 7.059474 0.410 -0.030 0.122
H -7.821496 1.424503 6.790314 0.713 0.477 0.768
H -7.192706 1.105683 5.251434 0.387 -0.618 0.012
H -7.194976 2.696833 5.610784 -0.189 0.525 0.879
H -4.383426 -0.294367 2.556524 -0.734 -0.177 0.281
H -3.177916 0.533313 3.357624 0.096 0.598 0.233
H -4.629886 1.446943 2.758954 0.245 0.051 0.036
C -7.306226 7.116903 -1.784906 1.086 0.895 1.340
O -6.795856 6.100543 -2.608616 0.894 -1.255 -1.579
P -5.239346 5.635293 -2.879676 -1.329 -0.852 0.656
O -4.229776 6.599793 -2.500936 0.516 1.267 -0.290
O -5.120266 4.321733 -1.962476 0.474 0.516 -2.297
C -5.462266 4.312573 -0.608776 -0.370 -0.828 0.773
O -5.180176 5.040123 -4.379366 -0.137 -0.285 1.268
C -4.361436 5.648393 -5.456336 -1.396 0.223 1.457
H -7.729676 7.980353 -2.297966 -0.063 -0.385 -0.526
H -6.493716 7.511463 -1.174786 0.168 0.208 0.009
H -8.020326 6.745423 -1.049946 -0.219 -0.432 -0.417
H -4.760476 3.637373 -0.119186 -0.145 -0.183 0.002
H -6.466946 3.889823 -0.607046 -0.100 0.154 0.748
H -5.380776 5.236663 -0.036496 -0.123 0.395 -0.549
H -4.667846 5.152793 -6.377526 0.088 0.042 0.202
H -3.301196 5.523353 -5.236466 -0.167 0.214 -0.057
H -4.751326 6.665043 -5.406106 0.919 0.258 -0.764
C -2.940646 -8.523447 1.447574 1.978 -0.801 3.553
O -3.359346 -7.680207 0.532904 -2.001 4.689 -5.684
P -2.388586 -6.571677 -0.200606 0.145 0.130 0.968
O -0.955946 -6.581837 0.250574 -2.268 -0.244 -1.213
O -2.646406 -6.843827 -1.796116 1.921 -0.674 2.382
C -3.843436 -6.449227 -2.357016 -2.216 0.763 -0.081
O -3.199036 -5.213217 0.121424 0.397 -0.759 0.298
C -2.728586 -3.843167 -0.118396 0.033 -0.935 -0.800
H -2.675576 -7.838877 2.253304 1.424 -0.701 0.759
H -2.129596 -9.066827 0.962774 0.128 -0.876 1.244
H -3.731006 -9.053837 1.978724 -0.262 -0.697 -1.041
H -3.681986 -5.455297 -2.774306 -0.433 -0.161 -0.485
H -4.663096 -6.392947 -1.640716 0.193 0.423 0.528
H -4.306626 -7.177947 -3.022236 0.984 -0.060 -0.656
H -1.868476 -3.924537 -0.782986 0.062 0.382 -0.008
H -2.450156 -3.279437 0.771984 -0.197 -0.529 0.151
H -3.561396 -3.353807 -0.623436 0.204 0.128 0.084
C 2.000524 -3.524987 -4.350466 0.772 1.362 -0.044
O 2.412514 -4.804357 -4.789556 0.104 -1.139 -0.040
P 3.312424 -5.703437 -3.795446 -1.219 -0.143 -0.066
O 4.536724 -4.907597 -3.370986 -2.499 -2.677 -0.391
O 2.203404 -6.161927 -2.664626 2.398 0.536 -0.502
C 0.933754 -6.810927 -2.925706 0.165 1.200 -0.320
O 3.342124 -7.139877 -4.641466 -1.070 3.756 3.765
C 4.350524 -7.500747 -5.500586 0.140 -0.284 -1.273
H 1.021194 -3.245617 -4.739006 -0.203 -0.634 0.215
H 2.669994 -2.774297 -4.770446 0.245 -0.001 -0.091
H 2.099414 -3.390537 -3.273316 -0.423 -0.177 0.124
H 0.847914 -7.123277 -3.966456 0.175 -0.330 0.169
H 0.219184 -6.001697 -2.775236 -0.373 -0.339 0.144
H 0.782194 -7.602947 -2.192326 0.125 0.080 -0.227
H 4.448654 -8.549397 -5.219856 0.869 -0.090 -0.990
H 5.259454 -6.901697 -5.445106 0.119 -0.215 0.396
H 3.882654 -7.288427 -6.461896 0.687 -0.787 -0.649
C -4.143766 2.269483 -7.056836 -0.456 1.154 -0.012
O -3.671966 0.954813 -6.819406 1.342 -0.252 1.142
P -2.413196 0.730493 -5.789386 2.761 2.032 -1.250
O -1.273456 1.751413 -5.860086 -3.113 -1.792 0.293
O -3.039726 0.552583 -4.302656 1.559 -3.159 -3.229
C -3.172476 1.695803 -3.577076 -1.164 2.407 1.279
O -1.884306 -0.678197 -6.296346 -1.825 -0.092 2.369
C -0.861086 -0.882607 -7.219206 0.329 0.923 -2.013
H -3.397596 3.054243 -6.932466 0.471 -0.331 0.074
H -4.957136 2.537773 -6.382626 -0.160 -0.289 0.110
H -4.513536 2.373803 -8.076876 0.043 -0.467 -0.012
H -2.286306 2.326613 -3.507216 0.208 -0.271 -0.123
H -3.497626 1.409113 -2.576976 -0.020 0.116 -0.044
H -3.960896 2.254053 -4.081906 -0.183 0.636 0.567
H -1.222146 -0.551227 -8.192816 -0.340 -0.423 -0.357
H -0.637776 -1.947527 -7.283836 0.204 0.251 0.342
H -0.020866 -0.192857 -7.139306 0.347 -0.394 0.970
C -0.894916 -1.633377 -2.725426 -1.671 0.192 -0.583
O -0.259396 -1.332377 -1.465616 -0.838 1.731 1.309
P -0.946776 -0.294647 -0.340556 -1.284 0.548 -0.358
O -2.244936 -0.776927 0.245634 1.767 0.425 -1.005
O 0.179774 -0.043167 0.790814 -0.243 -0.975 -2.030
C -0.143466 -0.203707 2.154594 -0.379 0.984 1.528
O -1.071136 1.185653 -1.045936 0.778 -3.321 -0.682
C -1.439466 2.389973 -0.423386 0.177 0.779 0.658
H -1.412646 -2.588017 -2.818846 0.830 -0.845 0.962
H -0.257596 -1.567517 -3.607236 0.519 0.370 0.568
H -1.800206 -1.063217 -2.933926 0.398 1.062 0.235
H -1.179936 -0.492007 2.329824 0.127 -0.252 -0.250
H -0.023766 0.786043 2.595234 -0.064 0.098 0.151
H 0.533254 -0.842127 2.722534 0.127 -0.390 -0.575
H -0.651486 3.120173 -0.607746 0.029 -0.040 0.077
H -1.546726 2.263533 0.653934 -0.157 0.056 0.067
H -2.354506 2.795713 -0.854876 -0.115 -0.267 0.037
C 2.652934 0.540973 -4.454946 0.876 1.113 1.273
O 3.554854 0.091643 -5.468666 0.126 0.143 -2.456
P 3.964954 1.189163 -6.614636 -1.761 1.469 -1.587
O 2.847944 1.874033 -7.424206 2.569 -1.945 2.410
O 5.048004 0.480553 -7.625146 -1.044 -0.232 0.985
C 4.478484 -0.461117 -8.574256 -0.730 -1.028 0.224
O 4.832314 2.224523 -5.723406 -0.503 -2.907 -1.097
C 4.614304 3.599463 -5.834646 -0.250 0.646 1.616
H 3.329584 0.714953 -3.618306 -0.298 0.222 0.331
H 1.908824 -0.154887 -4.067426 0.124 -0.486 -0.872
H 2.180314 1.488053 -4.715296 -0.202 -0.136 -0.166
H 3.517854 -0.828927 -8.213696 -0.364 0.527 -0.144
H 4.992544 -1.418287 -8.661896 1.039 0.369 0.574
H 4.388814 -0.128477 -9.608376 -0.008 0.841 0.381
H 3.728094 3.873423 -5.262196 -0.801 -0.061 -0.793
H 4.599994 3.918523 -6.876806 0.287 0.473 0.426
H 5.327314 3.945983 -5.086556 0.860 0.899 -1.075
```
Forces are in eV/Å.

Calculated values
Orbital gap = 10.259 eV
SMILES string = COP(=O)(OC)OC.COP(=O)(OC)OC.COP(=O)(OC)OC.COP(=O)(OC)OC.COP(=O)(OC)OC.COP(=O)(OC)OC.COP(=O)(OC)OC.O=S1(=O)CCCC1.O=S1(=O)CCCC1.O=S1(=O)CCCC1.O=S1(=O)CCCC1.O=S1(=O)CCCC1
Energy = -8863.79424 Eh